Entry 1:
ORCA calculation (ωB97M-V/def2-TZVPD) on an isolated molecule of C4H5N3O.

ORCA input file:
```
! wB97M-V def2-TZVPD RIJCOSX def2/J DEFGRID3
* xyz 0 1
C 1.4200 0.1847 -0.3279
C -0.1061 -0.4007 -0.2164
C -1.4056 0.4815 0.1033
C -2.7470 -0.1138 -0.3380
H 3.2581 -0.8548 0.2350
H 1.7803 -1.9903 0.4780
H 0.8350 2.0070 -0.2326
H -1.2988 1.4966 -0.5774
H -1.4516 0.6919 1.2425
N 2.2975 -1.0565 -0.0726
N 1.6097 1.4630 -0.0834
N -3.9048 -0.2735 -0.0384
O -0.2867 -1.6350 -0.1720
*
```

Values from the calculation:
- E_tot: -394.79778 hartree
- Energy above the lowest of the compared OMol25 structures with the same formula, charge and spin: 4.6198 eV

---

Entry 2:
ORCA calculation (ωB97M-V/def2-TZVPD) on an isolated molecule of C4H5N3O.

ORCA input file:
```
! wB97M-V def2-TZVPD RIJCOSX def2/J DEFGRID3
* xyz 0 1
C 1.6523 0.6213 -1.3331
C -1.4739 0.8861 0.1318
C -1.6306 -0.6715 0.1669
C -1.1104 -1.1596 1.2648
H 1.4978 0.9968 -2.5737
H 0.6628 0.2424 0.6984
H -2.3047 1.5008 -0.1431
H -0.9328 1.4510 0.8053
H -2.4622 -1.2840 -0.0849
N 0.6343 0.0875 -0.4079
N -0.6870 0.1356 -0.9246
N -0.3476 -0.9523 2.3247
O 2.7146 0.5174 -0.8788
*
```

Values from the calculation:
- E_tot: -394.68765 hartree
- Energy above the lowest of the compared OMol25 structures with the same formula, charge and spin: 7.6167 eV

---

Entry 3:
ORCA calculation (ωB97M-V/def2-TZVPD) on an isolated molecule of C4H5N3O2.

ORCA input file:
```
! wB97M-V def2-TZVPD RIJCOSX def2/J DEFGRID3
* xyz 0 1
C 1.5277 -0.7940 0.3367
C 0.1039 1.7197 -0.2292
C -1.0568 0.8429 -0.0882
C 0.3422 -1.7357 0.4925
H 0.1123 2.5952 -0.8462
H -1.9765 1.3463 -0.4280
H -1.2263 0.5698 0.9726
H -1.6729 -0.6573 -1.4225
H 0.4662 -2.6371 1.0838
N 1.2639 1.4766 0.3195
N -0.8798 -0.4218 -0.8799
N -0.7488 -1.6620 -0.1620
O 2.5619 -0.9703 -0.2633
O 1.1831 0.3276 1.1142
*
```

Values from the calculation:
- E_tot: -470.02875 hartree
- Energy above the lowest of the compared OMol25 structures with the same formula, charge and spin: 5.7407 eV

---

Entry 4:
ORCA calculation (ωB97M-V/def2-TZVPD) on an isolated molecule of C4H5N3O2.

ORCA input file:
```
! wB97M-V def2-TZVPD RIJCOSX def2/J DEFGRID3
* xyz 0 1
C 1.5353 0.2828 1.1673
C -0.3311 0.1463 -0.2578
C -1.8949 -1.2549 -0.0400
C -1.6108 -1.2614 -1.3309
H 1.6672 2.5774 -0.7715
H 2.0686 1.1028 1.5377
H 2.0770 -0.8147 2.5123
H -2.8310 -1.7306 0.3407
H -1.6591 -2.0534 -2.1263
N 0.9557 0.7813 -0.1829
N 1.4931 -0.8820 1.6182
N -1.2592 -0.2291 0.6190
O 1.0624 2.3339 -0.1529
O -0.5425 -0.3652 -1.4852
*
```

Values from the calculation:
- E_tot: -470.01815 hartree
- Energy above the lowest of the compared OMol25 structures with the same formula, charge and spin: 6.0293 eV

---

Entry 5:
ORCA calculation (ωB97M-V/def2-TZVPD) on a structure of composition C4H5N3O4.

ORCA input file:
```
! wB97M-V def2-TZVPD RIJCOSX def2/J DEFGRID3
* xyz 0 1
C 0.6329 -0.7671 0.1458
C 0.9992 -0.7843 -1.5202
C 0.2229 0.6778 0.4090
C -1.1851 1.1248 0.7256
H -1.3208 -1.9168 -0.3153
H -0.8968 -1.4524 1.2184
H 1.6428 -0.5988 0.2747
H 1.0127 -2.8781 -0.9919
H -1.3333 3.1170 0.8177
N -0.2019 -1.7809 0.3561
N 1.1130 1.5884 0.5019
N -0.9471 2.3549 1.0268
O 1.0409 -2.0544 -2.0093
O 1.1984 0.0963 -2.1419
O 0.2719 2.7592 0.8388
O -2.2497 0.5143 0.6637
*
```

Values from the calculation:
- E_tot: -620.35293 hartree
- Energy above the lowest of the compared OMol25 structures with the same formula, charge and spin: 9.4323 eV

---

Entry 6:
ORCA calculation (ωB97M-V/def2-TZVPD) on a cluster of 2 separate species, C4H5N3O4 in total.

ORCA input file:
```
! wB97M-V def2-TZVPD RIJCOSX def2/J DEFGRID3
* xyz 0 1
C 2.0478 -1.3865 -1.6854
C -1.5660 -1.4743 0.0512
C -1.2526 -0.1707 -0.0806
C -0.2279 0.5073 0.6312
N 1.2279 -0.5603 -1.7100
N -0.0566 1.8141 0.3282
N 0.7206 -0.1168 1.4941
O 0.8262 2.5910 0.7442
O 1.8908 -0.0191 1.1395
O -0.8945 2.4853 -0.4933
O 0.2653 -0.7649 2.4119
H -2.2802 -2.0050 -0.5390
H -0.9779 -2.2240 0.6602
H 2.6517 -2.3303 -1.6505
H -0.6622 3.3471 -0.3733
H -1.7122 0.3072 -0.9283
*
```

Values from the calculation:
- E_tot: -620.34760 hartree
- Energy above the lowest of the compared OMol25 structures with the same formula, charge and spin: 9.5772 eV

---

Entry 7:
ORCA calculation (ωB97M-V/def2-TZVPD) on an isolated molecule of C4H5N3S.

ORCA input file:
```
! wB97M-V def2-TZVPD RIJCOSX def2/J DEFGRID3
* xyz 0 1
C -1.7272 -0.0698 -0.1889
C 0.1895 -0.8098 -0.4457
C 1.5819 -0.8455 0.1228
C 1.4746 0.6934 0.2105
H -3.5804 1.1698 0.0425
H 1.5707 -1.4105 1.0551
H 2.3114 -1.2305 -0.5796
H 1.2031 1.0784 1.1974
H 2.2481 1.2831 -0.2779
N -0.9827 -1.2732 -0.2843
N 0.2333 0.5754 -0.6038
N -1.0570 1.0184 -0.2799
S -3.4654 -0.1795 0.0321
*
```

Values from the calculation:
- E_tot: -717.80634 hartree
- Energy above the lowest of the compared OMol25 structures with the same formula, charge and spin: 2.3756 eV

---

Entry 8:
ORCA calculation (ωB97M-V/def2-TZVPD) on an isolated molecule of C4H5N3S.

ORCA input file:
```
! wB97M-V def2-TZVPD RIJCOSX def2/J DEFGRID3
* xyz 0 1
C 0.1131 1.1016 -0.0703
C -1.9069 -1.0344 0.6497
C -0.6621 -1.1472 -0.2067
C 0.5594 -0.3445 -0.0216
H 0.2391 2.8412 0.2389
H -1.7850 1.7837 -0.6310
H -2.3071 -2.2154 0.2285
H -2.0702 -0.5640 1.6977
H -0.5791 -2.0797 -0.8993
N 0.8359 2.0594 0.2529
N -1.3574 1.1142 -0.1760
N -1.8680 -0.2350 -0.4612
S 2.1629 -0.7368 -0.0032
*
```

Values from the calculation:
- E_tot: -717.70320 hartree
- Energy above the lowest of the compared OMol25 structures with the same formula, charge and spin: 5.1821 eV

---

Q: Among the records above, which one has the highest E_tot?
A: number 2

---

Q: The highest energy above the lowest of the compared OMol25 structures with the same formula, charge and spin belongs to which entry?
A: number 6